Computed, not measured: a molecular structure, C26H78BeNO29 at a distorted geometry, with the ωB97M-V functional and the def2-TZVPD basis.

highest occupied orbital energy	-11.02	eV
energy	-89475.822	eV
relative energy (zero: lowest compared OMol25 entry of this formula, charge and spin)	0.0	kJ/mol
net charge	+1
frontier orbital gap	5.31	eV

Each line ends with the Löwdin charge.
Positions of all 135 atoms, in Å:
Be: 0.60 -4.36 -0.29  1.109
N: -0.22 -0.72 -0.82  -0.579
O: -1.02 0.08 -0.35  0.023
O: 0.65 -0.27 -1.57  -0.033
O: -0.20 -1.90 -0.58  -0.020
C: -0.96 -5.30 2.49  -0.177
C: -2.09 -4.57 1.67  -0.201
O: -1.81 -4.60 0.29  -0.059
O: 0.30 -4.70 2.24  -0.066
H: -1.03 -6.34 2.17  0.125
H: -1.11 -5.22 3.57  0.135
H: -2.03 -3.54 2.02  0.116
H: -3.08 -4.95 1.91  0.142
H: -2.56 -4.12 -0.08  0.059
H: 0.45 -4.16 3.02  0.108
C: 1.33 -3.73 -3.53  -0.229
C: -0.19 -3.70 -3.30  -0.226
O: -0.57 -4.75 -2.49  -0.017
O: 1.96 -3.55 -2.32  -0.079
H: 1.76 -2.85 -3.99  0.134
H: 1.75 -4.62 -4.00  0.132
H: -0.65 -3.65 -4.29  0.142
H: -0.30 -2.68 -2.94  0.100
H: -0.61 -5.61 -2.92  0.129
H: 2.90 -3.46 -2.47  0.116
C: -2.68 2.89 -1.90  -0.290
C: -1.60 3.46 -2.83  -0.196
O: -0.95 4.69 -2.42  -0.062
O: -3.65 3.81 -1.67  -0.033
H: -2.30 2.58 -0.93  0.103
H: -3.17 2.07 -2.43  0.110
H: -2.00 3.55 -3.84  0.115
H: -0.83 2.70 -3.02  0.100
H: -1.58 5.35 -2.11  0.073
H: -3.39 4.28 -0.87  0.091
C: 3.34 2.62 -3.61  -0.207
C: 4.75 3.32 -3.39  -0.188
O: 5.13 3.30 -2.03  -0.083
O: 2.19 3.36 -3.21  -0.078
H: 3.36 1.69 -3.04  0.095
H: 3.13 2.40 -4.66  0.113
H: 4.66 4.30 -3.85  0.115
H: 5.57 2.92 -3.99  0.119
H: 4.51 3.83 -1.51  0.032
H: 2.13 3.31 -2.25  0.028
C: 4.47 0.06 -0.45  -0.205
C: 5.52 -0.18 -1.58  -0.230
O: 6.42 0.91 -1.70  -0.057
O: 3.40 -0.86 -0.57  -0.088
H: 4.14 1.10 -0.48  0.091
H: 4.96 -0.11 0.51  0.124
H: 5.00 -0.31 -2.52  0.102
H: 6.00 -1.16 -1.51  0.110
H: 5.98 1.75 -1.62  0.031
H: 2.74 -0.52 -1.19  0.067
C: -3.21 -1.83 4.54  -0.248
C: -3.67 -0.66 5.48  -0.198
O: -3.05 0.46 4.98  -0.089
O: -3.73 -1.75 3.27  -0.066
H: -3.41 -2.81 4.98  0.112
H: -2.14 -1.95 4.35  0.101
H: -3.27 -0.67 6.49  0.123
H: -4.74 -0.43 5.53  0.136
H: -2.11 0.30 5.02  0.086
H: -3.63 -0.85 2.95  0.043
C: -1.04 -0.17 -4.69  -0.244
C: 0.38 0.31 -4.81  -0.216
O: 0.64 1.12 -5.98  -0.052
O: -1.44 -1.06 -5.74  -0.066
H: -1.85 0.56 -4.68  0.116
H: -1.27 -0.71 -3.78  0.088
H: 1.00 -0.59 -4.85  0.108
H: 0.80 0.77 -3.91  0.094
H: 0.36 2.03 -5.84  0.082
H: -2.04 -0.52 -6.26  0.083
C: 2.44 0.17 3.14  -0.182
C: 0.95 -0.12 2.87  -0.245
O: 0.23 -0.38 4.03  -0.064
O: 2.68 1.40 3.90  -0.066
H: 3.01 0.12 2.21  0.101
H: 2.80 -0.63 3.79  0.110
H: 0.84 -0.97 2.20  0.105
H: 0.46 0.76 2.46  0.102
H: 0.15 0.39 4.60  0.078
H: 2.18 1.37 4.73  0.073
C: 3.97 -4.47 0.67  -0.206
C: 3.30 -3.53 1.65  -0.189
O: 2.33 -2.74 0.92  -0.096
O: 3.00 -5.26 -0.03  -0.070
H: 4.59 -5.07 1.34  0.132
H: 4.62 -3.95 -0.02  0.129
H: 3.96 -2.80 2.11  0.140
H: 2.85 -4.21 2.37  0.114
H: 2.82 -2.08 0.44  0.026
H: 3.49 -5.93 -0.51  0.108
C: 3.01 3.72 0.39  -0.205
C: 1.70 3.00 0.22  -0.205
O: 1.91 1.96 -0.73  -0.073
O: 3.32 4.67 -0.64  -0.053
H: 3.83 3.07 0.70  0.133
H: 2.86 4.33 1.29  0.118
H: 1.01 3.79 -0.07  0.118
H: 1.33 2.59 1.16  0.108
H: 1.19 1.34 -0.87  0.039
H: 2.50 5.14 -0.80  0.110
C: -1.18 3.93 3.10  -0.243
C: 0.12 4.49 3.69  -0.235
O: 0.13 4.22 5.08  -0.052
O: -1.23 2.57 3.44  -0.062
H: -1.07 4.00 2.02  0.104
H: -2.09 4.47 3.39  0.128
H: 0.34 5.53 3.48  0.118
H: 0.97 4.05 3.17  0.098
H: -0.66 4.64 5.43  0.089
H: -2.10 2.28 3.17  0.043
C: -4.60 -0.88 -1.60  -0.230
C: -3.87 -2.19 -1.92  -0.184
O: -4.02 -3.08 -0.81  -0.064
O: -6.01 -1.04 -1.60  -0.033
H: -4.28 -0.13 -2.32  0.113
H: -4.40 -0.45 -0.62  0.110
H: -2.81 -2.02 -2.12  0.099
H: -4.26 -2.58 -2.86  0.126
H: -4.82 -2.83 -0.35  0.086
H: -6.17 -1.48 -0.76  0.077
C: -3.85 1.72 1.35  -0.257
C: -5.09 1.61 2.28  -0.196
O: -4.94 2.05 3.63  -0.065
O: -2.93 0.76 1.73  -0.055
H: -3.50 2.75 1.25  0.113
H: -4.21 1.63 0.32  0.100
H: -5.44 0.62 2.57  0.119
H: -5.88 2.10 1.71  0.121
H: -4.16 1.54 3.88  0.017
H: -2.41 0.69 0.93  0.045